No. 1
A molecular structure, C39H32KN7O3S5. Source: the OMol25 dataset; level of theory: ωB97M-V/def2-TZVPD.

Each line ends with the Löwdin charge.
Geometry (Å):
K (-0.067, -0.797, 2.878)  0.56
C (-3.751, -2.027, 5.388)  -0.04
C (-2.973, -2.197, 4.113)  -0.28
N (-2.669, -1.215, 3.359)  0.01
N (-3.221, 0.015, 3.673)  0.02
C (-2.396, 1.050, 3.699)  -0.55
O (-1.142, 1.091, 3.706)  -0.18
C (-3.134, 2.376, 3.769)  -0.14
C (-4.473, 2.474, 4.136)  -0.05
C (-5.107, 3.709, 4.172)  -0.11
C (-4.412, 4.864, 3.830)  -0.13
C (-3.075, 4.772, 3.462)  -0.10
C (-2.439, 3.536, 3.441)  -0.03
C (-2.520, -3.560, 3.682)  -0.21
C (-2.736, -4.657, 4.509)  -0.03
C (-2.272, -5.907, 4.132)  -0.08
C (-1.601, -6.034, 2.936)  -0.08
C (-1.447, -4.893, 2.162)  -0.19
N (-1.899, -3.692, 2.499)  0.10
H (-3.698, -0.988, 5.699)  0.06
H (-3.354, -2.655, 6.185)  0.06
H (-4.807, -2.281, 5.251)  0.08
H (-5.002, 1.563, 4.381)  0.10
H (-6.148, 3.771, 4.467)  0.09
H (-4.907, 5.828, 3.855)  0.08
H (-2.523, 5.666, 3.195)  0.09
H (-1.392, 3.439, 3.182)  0.11
H (-3.248, -4.535, 5.450)  0.09
H (-2.414, -6.760, 4.785)  0.10
H (-1.176, -6.974, 2.611)  0.10
H (-0.915, -4.954, 1.220)  0.08
C (2.323, 5.368, -10.073)  -0.09
O (3.223, 4.511, -9.396)  -0.09
C (2.817, 3.988, -8.201)  -0.29
C (3.727, 3.158, -7.554)  -0.01
C (3.393, 2.588, -6.338)  -0.03
C (2.158, 2.828, -5.743)  -0.15
C (1.263, 3.654, -6.398)  -0.02
C (1.578, 4.237, -7.621)  -0.02
C (1.772, 2.235, -4.443)  -0.29
N (0.619, 2.415, -3.856)  0.18
C (0.698, 1.687, -2.681)  -0.17
C (1.911, 1.073, -2.577)  -0.13
N (2.600, 1.433, -3.714)  0.17
C (2.312, 0.265, -1.457)  -0.09
C (3.552, -0.367, -1.313)  -0.02
C (3.816, -1.081, -0.171)  -0.03
C (2.829, -1.144, 0.825)  -0.10
N (1.655, -0.559, 0.684)  0.11
C (1.373, 0.127, -0.430)  -0.13
C (0.028, 0.742, -0.539)  -0.13
N (-0.848, 0.490, 0.448)  0.12
C (-2.051, 1.019, 0.372)  -0.10
C (-2.457, 1.847, -0.686)  -0.04
C (-1.577, 2.101, -1.705)  -0.02
C (-0.300, 1.530, -1.649)  -0.09
H (2.823, 5.678, -10.986)  0.09
H (2.087, 6.250, -9.473)  0.09
H (1.396, 4.850, -10.328)  0.09
H (4.688, 2.972, -8.015)  0.12
H (4.121, 1.946, -5.857)  0.10
H (0.302, 3.839, -5.934)  0.11
H (0.854, 4.877, -8.100)  0.10
H (3.526, 1.139, -3.964)  0.14
H (4.301, -0.288, -2.095)  0.10
H (4.762, -1.582, -0.019)  0.11
H (2.991, -1.666, 1.766)  0.07
H (-2.739, 0.768, 1.174)  0.10
H (-3.454, 2.267, -0.683)  0.10
H (-1.841, 2.725, -2.550)  0.11
S (6.779, -5.168, 4.849)  0.29
C (5.352, -4.285, 4.608)  -1.58
S (3.923, -4.918, 3.945)  0.83
C (2.907, -3.493, 3.936)  -1.21
C (3.515, -2.364, 4.404)  -1.24
S (2.876, -0.747, 4.556)  0.31
S (5.178, -2.620, 4.904)  0.83
S (1.275, -3.686, 3.331)  0.41
C (0.680, -3.816, -0.421)  -0.10
C (-0.564, -3.193, -1.054)  -0.32
O (-1.359, -2.423, -0.172)  -0.10
H (1.547, -3.719, -1.080)  0.07
H (0.553, -4.879, -0.206)  0.06
H (0.932, -3.339, 0.529)  0.02
H (-1.177, -3.968, -1.534)  0.10
H (-0.275, -2.496, -1.845)  0.10
H (-1.456, -2.834, 0.704)  0.03

As for the net charge: -2.

No. 2
C2H2O2 in the gas phase. Source: the OMol25 dataset; level of theory: ωB97M-V/def2-TZVPD.

Each line ends with the natural charge from an NBO analysis.
Geometry (Å):
C (1.792, 0.089, 0.078)  0.31
C (0.374, 0.157, -0.017)  -0.10
O (3.019, -0.428, -0.063)  -0.19
O (1.205, 1.304, 0.009)  -0.42
H (-0.022, -0.036, -1.030)  0.19
H (-0.164, -0.046, 0.920)  0.20

As for the spin multiplicity: 3.

No. 3
2 unconnected molecules or ions with the total composition C6H13NO2S. Source: the OMol25 dataset; level of theory: ωB97M-V/def2-TZVPD.

Each line ends with the natural charge from an NBO analysis.
Geometry (Å):
C (1.280, -2.011, 1.168)  0.27
C (0.144, 0.055, -2.665)  -0.61
C (-1.605, 1.254, 1.764)  -0.65
C (-0.779, 0.960, -2.044)  -0.43
C (-1.463, 1.489, 0.302)  -0.17
C (-1.068, 0.647, -0.584)  -0.20
N (1.076, -3.227, 1.739)  -0.81
O (2.117, 0.943, 1.375)  -0.83
O (2.611, -1.759, 1.068)  -0.68
S (2.991, -0.135, 0.418)  0.78
H (-0.410, -0.822, -2.987)  0.20
H (0.580, 0.429, -3.596)  0.21
H (0.972, -0.232, -2.028)  0.21
H (-2.626, 1.216, 1.992)  0.22
H (-1.059, 1.998, 2.193)  0.21
H (-1.075, 0.356, 2.069)  0.22
H (-1.697, 1.125, -2.790)  0.20
H (-0.344, 1.980, -1.964)  0.19
H (-1.483, 2.562, 0.030)  0.18
H (0.121, -3.542, 1.847)  0.40
H (-1.232, -0.396, -0.445)  0.20
H (1.763, -3.869, 1.981)  0.38
H (1.185, 0.978, 1.158)  0.50

DFT total energy for the records above, in order: -4705.42130, -227.65270, -839.68526 Eh
Energy above the lowest of the compared OMol25 structures with the same formula, charge and spin for the records above, in order: 25.6, 44.1, 99.0 kcal/mol